(1)
The following is a quantum chemistry calculation of C4H7NO as an isolated structure, from OMol25.

highest occupied orbital energy	-9.1661	eV
HOMO-LUMO gap	10.01	eV
LUMO energy	0.031	Eh

Positions of all 13 atoms, in Å:
N1 1.8299 0.0014 -0.5164
C1 1.0610 0.0082 0.5742
O1 1.5442 0.1945 1.7161
C2 -0.3806 -0.2079 0.6992
C3 -1.2281 -0.7320 -0.4675
C4 -1.3224 0.7063 -0.0835
H1 1.4523 -0.1225 -1.4383
H2 2.8224 0.1268 -0.3955
H3 0.1505 -0.1200 1.9458
H4 -0.7446 -0.9524 -1.4295
H5 -2.0600 -1.3998 -0.2641
H6 -2.2159 1.0525 0.4315
H7 -0.9088 1.4449 -0.7721

***

(2)
The following is a quantum chemistry calculation of a 2-piece molecular cluster, C4H7NO overall, from OMol25.

highest occupied orbital energy (spin up / spin down)	-7.8118 / -8.4853	eV
HOMO-LUMO gap (spin up / spin down)	8.16 / 8.58	eV
LUMO energy (spin up / spin down)	0.013 / 0.003	Eh

Positions of all 13 atoms, in Å:
C1 0.3858 -0.5076 -0.5208
C2 0.3286 0.7112 -0.0309
C3 0.7199 0.7316 -1.4914
C4 0.3217 -1.9394 -0.7117
N1 -1.1547 1.6456 2.3458
O1 -0.2223 1.9740 1.5305
H1 1.7960 0.7230 -1.8400
H2 -0.0873 1.1425 -2.0544
H3 -0.3071 -2.4336 0.1633
H4 1.2205 -2.4250 -0.7485
H5 -0.2305 -2.0465 -1.7389
H6 -0.8423 1.1639 3.2201
H7 -1.9284 1.2603 1.8768